# 1
DFT (ωB97M-V/def2-TZVPD) results for 10 unconnected molecules or ions with the total composition C54H61ClFIN10OS2.

Bonds (Å) are listed after each position.
Geometry (Å):
1 C 4.800 -1.699 0.864  C2 1.670, H26 1.193, H27 1.177, H28 1.173
2 C 3.243 -2.303 0.901  C1 1.670, Cl3 1.878, C4 1.647, H29 1.190
3 Cl 2.552 -1.743 2.555  C2 1.878
4 C 2.348 -1.796 -0.386  C2 1.647, C5 1.645, H30 1.173, H31 1.192
5 C 0.843 -1.352 0.109  C4 1.645, C6 1.672, C11 1.671
6 C -0.279 -2.439 0.704  C5 1.672, S7 1.897, C8 1.667
7 S 0.284 -4.249 0.778  C6 1.897, H32 1.402
8 C -1.787 -1.930 1.202  C6 1.667, C9 1.674, H33 1.186
9 C -2.266 -0.329 1.102  C8 1.674, C10 1.634, N21 1.502
10 C -1.163 0.708 0.489  C9 1.634, C11 1.672, S13 1.878
11 C 0.373 0.249 0.014  C5 1.671, C10 1.672, I12 2.221
12 I 1.718 1.856 -0.721  C11 2.221
13 S -1.601 2.524 0.298  C10 1.878, C14 1.876
14 C -3.145 2.724 1.345  S13 1.876, C15 1.671, C20 1.635
15 C -3.585 4.291 1.726  C14 1.671, C16 1.645, H34 1.183
16 C -4.930 4.555 2.636  C15 1.645, C17 1.644, H35 1.184
17 C -5.797 3.250 3.134  C16 1.644, C18 1.668, H36 1.192
18 C -5.324 1.692 2.770  C17 1.668, F19 1.485, C20 1.673
19 F -6.205 0.610 3.276  C18 1.485
20 C -3.961 1.399 1.845  C14 1.635, C18 1.673, N21 1.502
21 N -3.672 -0.044 1.545  C9 1.502, C20 1.502, C22 1.512
22 C -4.568 -0.583 0.452  N21 1.512, C23 1.784, H37 1.172, H38 1.170
23 C -5.634 -1.770 1.249  C22 1.784, C24 1.736, O25 1.563, H39 1.255
24 C -5.165 -3.422 0.992  C23 1.736, O25 1.645, H40 1.187, H41 1.170
25 O -4.979 -2.597 2.403  C23 1.563, C24 1.645
26 H 4.707 -0.510 0.890  C1 1.193
27 H 5.414 -2.078 -0.066  C1 1.177
28 H 5.282 -2.025 1.881  C1 1.173
29 H 3.258 -3.491 0.835  C2 1.190
30 H 2.963 -0.942 -0.904  C4 1.173
31 H 2.252 -2.664 -1.198  C4 1.192
32 H -0.097 -4.852 1.986  S7 1.402
33 H -2.495 -2.784 1.620  C8 1.186
34 H -2.923 5.178 1.310  C15 1.183
35 H -5.213 5.678 2.882  C16 1.184
36 H -6.785 3.476 3.762  C17 1.192
37 H -3.992 -1.192 -0.368  C22 1.172
38 H -5.276 0.254 0.042  C22 1.170
39 H -6.861 -1.513 1.287  C23 1.255
40 H -4.154 -3.519 0.379  C24 1.187
41 H -5.672 -4.269 1.620  C24 1.170
42 C -7.241 -0.676 6.368  C43 1.415, C46 1.377, H47 1.082
43 C -7.717 -0.635 7.701  C42 1.415, C44 1.377, H48 1.082
44 C -8.514 0.482 7.817  C43 1.377, N45 1.371, H49 1.082
45 N -8.532 1.118 6.603  C44 1.371, C46 1.371, H50 1.012
46 C -7.763 0.416 5.712  C42 1.377, N45 1.371, H51 1.082
47 H -6.589 -1.423 5.934  C42 1.082
48 H -7.502 -1.343 8.490  C43 1.082
49 H -9.068 0.878 8.658  C44 1.082
50 H -9.035 1.971 6.397  N45 1.012
51 H -7.652 0.754 4.690  C46 1.082
52 C 8.077 -2.458 -3.051  C53 1.415, C56 1.377, H57 1.082
53 C 9.246 -2.986 -2.451  C52 1.415, C54 1.377, H58 1.082
54 C 8.862 -4.064 -1.685  C53 1.377, N55 1.371, H59 1.082
55 N 7.503 -4.202 -1.797  C54 1.371, C56 1.371, H60 1.012
56 C 7.017 -3.230 -2.633  C52 1.377, N55 1.371, H61 1.082
57 H 8.017 -1.607 -3.716  C52 1.082
58 H 10.258 -2.620 -2.566  C53 1.082
59 H 9.439 -4.743 -1.070  C54 1.082
60 H 6.947 -4.910 -1.337  N55 1.012
61 H 5.960 -3.170 -2.856  C56 1.082
62 C 7.694 -1.958 -8.078  C63 1.415, C66 1.377, H67 1.082
63 C 7.025 -0.714 -8.159  C62 1.415, C64 1.377, H68 1.082
64 C 6.249 -0.591 -7.028  C63 1.377, N65 1.371, H69 1.082
65 N 6.423 -1.719 -6.271  C64 1.371, C66 1.371, H70 1.012
66 C 7.307 -2.557 -6.900  C62 1.377, N65 1.371, H71 1.082
67 H 8.385 -2.373 -8.801  C62 1.082
68 H 7.101 0.015 -8.956  C63 1.082
69 H 5.589 0.201 -6.700  C64 1.082
70 H 5.970 -1.905 -5.385  N65 1.012
71 H 7.582 -3.505 -6.458  C66 1.082
72 C 12.853 -1.253 -5.518  C73 1.415, C76 1.377, H77 1.082
73 C 13.102 -1.597 -6.869  C72 1.415, C74 1.377, H78 1.082
74 C 11.884 -1.847 -7.460  C73 1.377, N75 1.371, H79 1.082
75 N 10.909 -1.670 -6.513  C74 1.371, C76 1.371, H80 1.012
76 C 11.490 -1.303 -5.327  C72 1.377, N75 1.371, H81 1.082
77 H 13.588 -0.996 -4.767  C72 1.082
78 H 14.066 -1.656 -7.357  C73 1.082
79 H 11.629 -2.135 -8.471  C74 1.082
80 H 9.916 -1.791 -6.665  N75 1.012
81 H 10.886 -1.110 -4.451  C76 1.082
82 C -9.829 2.457 13.140  C83 1.415, C86 1.377, H87 1.082
83 C -8.533 2.217 12.624  C82 1.415, C84 1.377, H88 1.082
84 C -8.685 1.700 11.357  C83 1.377, N85 1.371, H89 1.082
85 N -10.027 1.616 11.092  C84 1.371, C86 1.371, H90 1.012
86 C -10.732 2.080 12.172  C82 1.377, N85 1.371, H91 1.082
87 H -10.077 2.862 14.113  C82 1.082
88 H -7.591 2.402 13.123  C83 1.082
89 H -7.955 1.386 10.624  C84 1.082
90 H -10.433 1.267 10.234  N85 1.012
91 H -11.814 2.101 12.159  C86 1.082
92 C -12.403 -3.459 9.115  C93 1.415, C96 1.377, H97 1.082
93 C -12.410 -2.540 10.192  C92 1.415, C94 1.377, H98 1.082
94 C -11.467 -1.575 9.914  C93 1.377, N95 1.371, H99 1.082
95 N -10.889 -1.883 8.710  C94 1.371, C96 1.371, H100 1.012
96 C -11.457 -3.026 8.213  C92 1.377, N95 1.371, H101 1.082
97 H -13.023 -4.340 9.009  C92 1.082
98 H -13.035 -2.577 11.074  C93 1.082
99 H -11.158 -0.700 10.470  C94 1.082
100 H -10.158 -1.348 8.259  N95 1.012
101 H -11.140 -3.435 7.263  C96 1.082
102 C 9.126 2.853 -11.184  C103 1.415, C106 1.377, H107 1.082
103 C 8.457 4.097 -11.265  C102 1.415, C104 1.377, H108 1.082
104 C 7.681 4.220 -10.134  C103 1.377, N105 1.371, H109 1.082
105 N 7.855 3.092 -9.376  C104 1.371, C106 1.371, H110 1.012
106 C 8.739 2.254 -10.006  C102 1.377, N105 1.371, H111 1.082
107 H 9.817 2.438 -11.907  C102 1.082
108 H 8.534 4.826 -12.062  C103 1.082
109 H 7.021 5.012 -9.806  C104 1.082
110 H 7.403 2.906 -8.491  N105 1.012
111 H 9.014 1.306 -9.564  C106 1.082
112 C 8.619 3.696 -4.968  C113 1.415, C116 1.377, H117 1.082
113 C 9.102 2.876 -3.920  C112 1.415, C114 1.377, H118 1.082
114 C 8.566 1.621 -4.101  C113 1.377, N115 1.371, H119 1.082
115 N 7.773 1.656 -5.218  C114 1.371, C116 1.371, H120 1.012
116 C 7.804 2.916 -5.757  C112 1.377, N115 1.371, H121 1.082
117 H 8.844 4.742 -5.130  C112 1.082
118 H 9.770 3.170 -3.120  C113 1.082
119 H 8.680 0.708 -3.531  C114 1.082
120 H 7.248 0.874 -5.588  N115 1.012
121 H 7.243 3.149 -6.652  C116 1.082
122 C -7.586 3.330 -2.720  C123 1.415, C126 1.377, H127 1.082
123 C -8.844 2.781 -2.374  C122 1.415, C124 1.377, H128 1.082
124 C -8.690 2.131 -1.170  C123 1.377, N125 1.371, H129 1.082
125 N -7.383 2.263 -0.780  C124 1.371, C126 1.371, H130 1.012
126 C -6.703 2.998 -1.717  C122 1.377, N125 1.371, H131 1.082
127 H -7.350 3.906 -3.605  C122 1.082
128 H -9.763 2.854 -2.941  C123 1.082
129 H -9.398 1.585 -0.559  C124 1.082
130 H -6.983 1.880 0.066  N125 1.012
131 H -5.652 3.219 -1.590  C126 1.082

As for the net charge: 0. The structure (SMILES) is C[C@@H](Cl)Cc1c(S)cc2c(c1I)Sc1cccc(F)c1N2C[C@H]1CO1.c1cc[nH]c1.c1cc[nH]c1.c1cc[nH]c1.c1cc[nH]c1.c1cc[nH]c1.c1cc[nH]c1.c1cc[nH]c1.c1cc[nH]c1.c1cc[nH]c1.

These are the Mulliken partial charges, in e, on atoms 1 to 4: C -0.92; C 0.11; Cl -0.18; C -0.57


# 2
DFT (ωB97M-V/def2-TZVPD) results for 7 unconnected molecules or ions with the total composition C54H61F7N5O5.

Bonds (Å) are listed after each position.
Geometry (Å):
1 C 2.280 -4.877 -0.104  C2 1.560, H30 1.115, H31 1.125, H32 1.117
2 C 2.839 -3.435 -0.311  C1 1.560, O3 1.441, H33 1.119, H34 1.115
3 O 1.844 -2.393 -0.347  C2 1.441, N4 1.361
4 N 1.082 -2.442 -1.473  O3 1.361, C5 1.491, C8 1.327
5 C -0.225 -3.160 -1.471  N4 1.491, C6 1.572, H35 1.114, H36 1.108
6 C -0.943 -3.004 -0.082  C5 1.572, F7 1.398, H37 1.110, H38 1.118
7 F -1.055 -1.655 0.268  C6 1.398
8 C 1.441 -1.808 -2.582  N4 1.327, N9 1.368, N26 1.399
9 N 0.771 -1.750 -3.774  C8 1.368, C10 1.367
10 C 1.424 -0.973 -4.688  N9 1.367, C11 1.533, N16 1.365
11 C 0.918 -0.717 -6.112  C10 1.533, C12 1.564, H39 1.118, H40 1.112
12 C -0.645 -0.691 -6.125  C11 1.564, O13 1.436, H41 1.122, H42 1.114
13 O -1.153 0.651 -6.074  C12 1.436, C14 1.388
14 C -2.485 0.669 -5.685  O13 1.388, O15 1.202, H43 1.118
15 O -2.804 0.719 -4.527  C14 1.202
16 N 2.543 -0.526 -4.047  C10 1.365, C17 1.476, N26 1.346
17 C 3.494 0.374 -4.729  N16 1.476, C18 1.565, H44 1.106, H45 1.124
18 C 3.789 1.700 -3.952  C17 1.565, C19 1.580, H46 1.111, H47 1.123
19 C 2.634 2.768 -4.100  C18 1.580, C20 1.570, H48 1.120, H49 1.118
20 C 1.428 2.462 -3.142  C19 1.570, C21 1.566, H50 1.120, H51 1.121
21 C 1.793 2.697 -1.637  C20 1.566, C22 1.581, H52 1.117, H53 1.119
22 C 0.510 2.669 -0.712  C21 1.581, C23 1.565, H54 1.112, H55 1.118
23 C -0.691 1.845 -1.282  C22 1.565, O24 1.430, H56 1.125, H57 1.120
24 O -1.569 1.548 -0.193  C23 1.430, C25 1.429
25 C -2.849 1.144 -0.682  O24 1.429, H58 1.122, H59 1.119, H60 1.119
26 N 2.585 -1.033 -2.801  C8 1.399, N16 1.346, N27 1.395
27 N 3.610 -0.741 -1.900  N26 1.395, C28 1.262
28 C 4.675 -1.345 -2.206  N27 1.262, O29 1.162
29 O 5.478 -2.078 -2.617  C28 1.162
30 H 3.055 -5.614 0.211  C1 1.115
31 H 1.920 -5.244 -1.104  C1 1.125
32 H 1.375 -4.912 0.551  C1 1.117
33 H 3.481 -3.205 0.577  C2 1.119
34 H 3.522 -3.456 -1.192  C2 1.115
35 H 0.006 -4.232 -1.666  C5 1.114
36 H -0.926 -2.753 -2.227  C5 1.108
37 H -0.476 -3.625 0.711  C6 1.110
38 H -1.986 -3.385 -0.217  C6 1.118
39 H 1.239 -1.582 -6.742  C11 1.118
40 H 1.291 0.238 -6.545  C11 1.112
41 H -1.020 -1.173 -7.067  C12 1.122
42 H -1.039 -1.301 -5.280  C12 1.114
43 H -3.298 0.654 -6.453  C14 1.118
44 H 3.202 0.637 -5.763  C17 1.106
45 H 4.468 -0.182 -4.804  C17 1.124
46 H 4.095 1.536 -2.896  C18 1.111
47 H 4.681 2.157 -4.458  C18 1.123
48 H 3.034 3.783 -3.842  C19 1.120
49 H 2.339 2.790 -5.178  C19 1.118
50 H 0.568 3.091 -3.488  C20 1.120
51 H 1.094 1.401 -3.277  C20 1.121
52 H 2.517 1.932 -1.265  C21 1.117
53 H 2.322 3.682 -1.596  C21 1.119
54 H 0.793 2.220 0.265  C22 1.112
55 H 0.164 3.728 -0.621  C22 1.118
56 H -0.333 0.872 -1.722  C23 1.125
57 H -1.225 2.455 -2.054  C23 1.120
58 H -2.743 0.647 -1.682  C25 1.122
59 H -3.299 0.381 0.001  C25 1.119
60 H -3.569 1.999 -0.747  C25 1.119
61 F -7.248 3.704 -1.012  C62 1.344
62 C -6.394 3.808 -2.044  F61 1.344, C63 1.382, C67 1.380
63 C -6.104 5.050 -2.578  C62 1.382, C64 1.390, H68 1.083
64 C -5.206 5.138 -3.635  C63 1.390, C65 1.392, H69 1.083
65 C -4.620 3.984 -4.148  C64 1.392, C66 1.390, H70 1.084
66 C -4.930 2.744 -3.602  C65 1.390, C67 1.386, H71 1.083
67 C -5.818 2.658 -2.542  C62 1.380, C66 1.386, H72 1.083
68 H -6.574 5.935 -2.167  C63 1.083
69 H -4.963 6.105 -4.058  C64 1.083
70 H -3.921 4.054 -4.974  C65 1.084
71 H -4.479 1.839 -3.991  C66 1.083
72 H -6.063 1.701 -2.096  C67 1.083
73 F -3.700 -2.368 2.160  C74 1.349
74 C -3.818 -1.297 2.973  F73 1.349, C75 1.383, C79 1.383
75 C -2.834 -0.326 2.958  C74 1.383, C76 1.389, H80 1.084
76 C -2.960 0.779 3.791  C75 1.389, C77 1.391, H81 1.083
77 C -4.060 0.894 4.633  C76 1.391, C78 1.390, H82 1.082
78 C -5.039 -0.093 4.640  C77 1.390, C79 1.390, H83 1.083
79 C -4.922 -1.194 3.800  C74 1.383, C78 1.390, H84 1.083
80 H -1.980 -0.436 2.300  C75 1.084
81 H -2.200 1.550 3.784  C76 1.083
82 H -4.153 1.754 5.283  C77 1.082
83 H -5.895 -0.004 5.298  C78 1.083
84 H -5.678 -1.969 3.785  C79 1.083
85 F -3.896 4.020 4.603  C86 1.346
86 C -4.625 4.670 3.676  F85 1.346, C87 1.381, C91 1.382
87 C -5.255 3.938 2.688  C86 1.381, C88 1.388, H92 1.083
88 C -6.006 4.600 1.728  C87 1.388, C89 1.390, H93 1.082
89 C -6.111 5.986 1.761  C88 1.390, C90 1.390, H94 1.084
90 C -5.470 6.709 2.760  C89 1.390, C91 1.390, H95 1.083
91 C -4.726 6.047 3.730  C86 1.382, C90 1.390, H96 1.083
92 H -5.153 2.860 2.674  C87 1.083
93 H -6.509 4.034 0.955  C88 1.082
94 H -6.694 6.502 1.007  C89 1.084
95 H -5.548 7.789 2.785  C90 1.083
96 H -4.225 6.593 4.520  C91 1.083
97 F 2.860 5.604 -1.308  C98 1.349
98 C 2.715 6.709 -2.068  F97 1.349, C99 1.382, C103 1.382
99 C 3.828 7.470 -2.375  C98 1.382, C100 1.389, H104 1.083
100 C 3.677 8.604 -3.162  C99 1.389, C101 1.390, H105 1.083
101 C 2.417 8.967 -3.623  C100 1.390, C102 1.389, H106 1.083
102 C 1.307 8.195 -3.302  C101 1.389, C103 1.389, H107 1.083
103 C 1.457 7.054 -2.524  C98 1.382, C102 1.389, H108 1.083
104 H 4.800 7.175 -1.999  C99 1.083
105 H 4.542 9.205 -3.415  C100 1.083
106 H 2.301 9.855 -4.233  C101 1.083
107 H 0.325 8.481 -3.658  C102 1.083
108 H 0.605 6.435 -2.270  C103 1.083
109 F 3.738 -8.026 1.375  C110 1.349
110 C 2.919 -7.939 2.443  F109 1.349, C111 1.382, C115 1.382
111 C 3.457 -7.972 3.716  C110 1.382, C112 1.389, H116 1.083
112 C 2.611 -7.877 4.813  C111 1.389, C113 1.392, H117 1.076
113 C 1.238 -7.760 4.623  C112 1.392, C114 1.389, H118 1.083
114 C 0.710 -7.733 3.338  C113 1.389, C115 1.389, H119 1.083
115 C 1.557 -7.818 2.240  C110 1.382, C114 1.389, H120 1.083
116 H 4.528 -8.071 3.843  C111 1.083
117 H 3.018 -7.894 5.808  C112 1.076
118 H 0.578 -7.691 5.480  C113 1.083
119 H -0.359 -7.647 3.190  C114 1.083
120 H 1.166 -7.791 1.230  C115 1.083
121 F 4.835 -8.372 6.537  C122 1.350
122 C 5.160 -7.829 7.730  F121 1.350, C123 1.382, C127 1.382
123 C 6.187 -8.386 8.468  C122 1.382, C124 1.388, H128 1.083
124 C 6.524 -7.824 9.692  C123 1.388, C125 1.390, H129 1.083
125 C 5.823 -6.722 10.167  C124 1.390, C126 1.389, H130 1.083
126 C 4.789 -6.176 9.416  C125 1.389, C127 1.389, H131 1.083
127 C 4.458 -6.729 8.186  C122 1.382, C126 1.389, H132 1.083
128 H 6.716 -9.250 8.085  C123 1.083
129 H 7.332 -8.247 10.277  C124 1.083
130 H 6.084 -6.288 11.125  C125 1.083
131 H 4.241 -5.320 9.788  C126 1.083
132 H 3.661 -6.312 7.583  C127 1.083

As for the net charge: +1.

These are the Mulliken partial charges, in e, on atoms 1 to 4: C -1.14; C 0.20; O -0.24; N 0.46


Largest force on an atom values (in eV/Å) by entry order: 5.38 4.58.
Highest occupied orbital energy values (in eV) by entry order: -8.09 -10.29.
Frontier orbital gap values (in eV) by entry order: 7.27 6.81.